8
Properties=species:S:1:pos:R:3:forces:R:3 method="wB97M-V/def2-TZVPD" multiplicity=1 fmax_ev_per_a=2.5 total_energy_ev=-19895.282 lumo_energy_ha=0.1364 homo_ev=-3.958 total_charge=-1
C 1.02726 0.38723 1.26317 1.3 0.3 -2.2
N 2.06783 1.26505 -0.53025 -1.0 -0.7 0.3
N 2.21078 0.88519 1.59881 0.3 0.0 2.2
N 2.80403 1.40934 0.54259 -0.8 -0.1 -1.0
N 0.96164 0.60927 -0.07910 1.9 1.2 0.6
O -0.07801 0.13363 -0.76881 -0.1 0.4 -0.8
S -0.21655 -0.57072 1.86728 -0.7 -0.5 1.6
H -0.52137 -0.22955 0.09430 -0.9 -0.6 -0.6


6
Properties=species:S:1:pos:R:3:forces:R:3 method="wB97M-V/def2-TZVPD" multiplicity=1 fmax_ev_per_a=4.9 total_energy_ev=-8683.527 lumo_energy_ha=-0.0105 smiles="O=C=O.N=O" homo_ev=-9.695
C 3.00588 0.01843 0.04387 2.9 -3.4 2.1
N -0.63474 1.71108 -0.29737 0.3 -0.8 1.0
O 3.73493 -0.76622 0.51245 -0.3 0.6 -0.4
O 2.27422 0.75189 -0.38716 -2.4 2.8 -1.7
O -0.36338 0.58368 0.02607 -0.2 0.3 0.5
H -0.77480 1.65682 -1.30193 -0.3 0.5 -1.4


7
Properties=species:S:1:pos:R:3:forces:R:3 method="wB97M-V/def2-TZVPD" multiplicity=1 fmax_ev_per_a=7.6 total_energy_ev=-19516.479 lumo_energy_ha=-0.0022 homo_ev=-10.987
C 1.05397 -0.44897 0.15688 -6.5 2.0 -3.5
N 1.06090 0.63617 -0.58166 -1.1 -1.8 2.7
O -0.39886 -1.09047 0.29133 4.9 1.6 -1.3
O -1.87302 0.60082 0.96028 -2.0 1.1 1.2
O -0.35557 1.04300 -0.73691 5.1 2.7 -3.0
S -1.46767 0.16084 -0.32122 -1.8 -4.1 2.9
H 1.98024 -0.90139 0.23130 1.4 -1.6 1.0


8
Properties=species:S:1:pos:R:3:forces:R:3 method="wB97M-V/def2-TZVPD" multiplicity=1 fmax_ev_per_a=2.7 total_energy_ev=-30354.460 lumo_energy_ha=0.2267 smiles="O=CN=[S@@](=O)([O-])[S-]" homo_ev=0.109 total_charge=-2
C 0.15044 -0.40691 -0.12481 -2.1 0.3 -0.1
N 1.25676 0.23934 0.05802 2.2 0.5 0.2
O 2.86046 -1.27977 1.38006 -0.1 0.4 -0.5
O -0.14320 -1.58852 -0.30182 -0.2 -0.8 -0.1
O 2.84077 -1.51516 -1.07604 -0.2 0.5 0.3
S 4.48276 1.20970 -0.17252 -1.9 -1.8 0.3
S 2.68216 -0.62432 0.07634 1.7 1.3 -0.2
H -0.72656 0.33950 -0.09713 0.5 -0.4 0.0


7
Properties=species:S:1:pos:R:3:forces:R:3 method="wB97M-V/def2-TZVPD" multiplicity=1 fmax_ev_per_a=3.2 total_energy_ev=-10728.585 lumo_energy_ha=-0.0024 smiles="O=CO[N+](=O)[O-]" homo_ev=-11.846
C -0.37642 0.81223 -0.76911 0.7 0.3 -0.2
N 0.40262 -0.77161 0.82822 0.6 -0.4 -1.5
O -0.22213 1.91845 -1.14033 -0.5 0.4 -0.3
O -0.61977 -0.83601 1.38442 -2.6 0.5 1.3
O 0.66297 0.28110 -0.00909 -0.2 1.7 -0.5
O 1.29575 -1.51730 0.80475 2.2 -2.1 0.7
H -1.14302 0.11314 -1.09885 -0.2 -0.2 0.4


7
Properties=species:S:1:pos:R:3:forces:R:3 method="wB97M-V/def2-TZVPD" multiplicity=1 fmax_ev_per_a=3.6 total_energy_ev=-33997.856 lumo_energy_ha="-0.0735 / -0.0744" homo_ev="-8.198 / -8.626"
C 0.07704 0.18055 -0.72249 2.0 -0.3 -1.1
N 2.15976 2.55635 -0.36924 1.0 0.7 -0.6
O -0.58172 0.29944 -1.69561 -1.2 1.0 -1.9
P 1.86264 -0.65669 -0.86880 1.3 -0.1 -1.1
P 2.90882 0.14742 -2.33434 -0.6 -0.3 1.0
S 1.05862 1.93629 0.33897 -0.9 0.1 0.7
H -0.30025 -0.21615 0.13777 -1.5 -1.0 3.1